{
  "formula": "C4H8O2",
  "method": "ωB97M-V/def2-TZVPD",
  "species": ["C", "O", "C", "C", "C", "O", "H", "H", "H", "H", "H", "H", "H", "H"],
  "xyz": [[-2.31900, 0.40536, -0.18193], [-1.06463, -0.10767, -0.55867], [-0.11213, -0.04169, 0.47169], [1.16940, -0.73349, 0.04508], [2.30168, 0.01737, -0.46567], [2.25520, -0.39947, 0.89897], [-2.75182, -0.14502, 0.66911], [-2.26209, 1.47119, 0.09182], [-2.98363, 0.29950, -1.04325], [-0.47670, -0.56418, 1.37334], [0.08323, 1.00555, 0.77324], [1.06848, -1.75535, -0.29888], [1.99486, 1.01280, -0.72943], [3.09716, -0.46490, -1.04544]],
  "forces_ev_per_a": [[-0.267, 0.103, 0.034], [0.085, -0.084, -0.114], [0.158, -0.111, 0.173], [-0.466, -0.228, 0.001], [-0.127, -0.257, -0.405], [0.014, 0.132, -0.123], [0.141, 0.048, -0.134], [0.059, -0.170, -0.047], [0.108, 0.022, 0.146], [-0.033, 0.078, -0.117], [0.116, -0.260, -0.195], [-0.024, -0.277, 0.438], [0.695, 0.766, 0.259], [-0.459, 0.238, 0.084]],
  "gap_ev": 11.157,
  "total_charge": 0,
  "smiles": "COC[C@H]1CO1"
}

***

{
  "formula": "C10H14BFNO6S",
  "method": "ωB97M-V/def2-TZVPD",
  "species": ["C", "C", "C", "C", "C", "C", "N", "C", "O", "O", "B", "O", "C", "C", "O", "C", "S", "O", "O", "F", "H", "H", "H", "H", "H", "H", "H", "H", "H", "H", "H", "H", "H", "H"],
  "xyz": [[3.98921, -0.95035, 2.58695], [3.46214, -0.65648, 1.29577], [3.02057, -0.08394, -0.20610], [2.28911, 1.39584, -0.02433], [0.82633, 1.51192, -0.75397], [-0.46416, 1.44081, 0.26032], [-0.31286, 1.82662, 1.71463], [0.09454, 0.77099, 2.49667], [0.85839, -0.12415, 3.18296], [-1.29539, 2.57786, -0.25903], [-2.16241, 2.25960, -1.44835], [-2.02930, 0.75961, -1.46743], [-1.47351, 0.22702, -0.17890], [-0.76179, -1.26094, -0.35514], [-0.91810, -1.82464, -1.70702], [-0.84836, -3.31704, -1.56766], [-2.97981, -0.18374, 0.85188], [-3.78523, -1.26875, 0.03550], [-2.68664, -0.82611, 2.22816], [-4.06974, 1.11436, 1.10757], [4.14005, -0.90334, 3.76985], [4.01589, 0.05625, -0.84120], [2.36582, -0.86824, -0.77617], [2.29738, 1.76973, 1.10792], [3.00693, 2.16178, -0.59306], [0.83044, 2.55177, -1.34058], [0.81179, 0.67451, -1.60404], [-3.23057, 2.60426, -1.03703], [-1.67730, 2.86613, -2.33260], [-1.27058, -2.02834, 0.39549], [0.34961, -1.14483, 0.00475], [-0.03245, -3.56643, -0.73449], [-0.44461, -3.83673, -2.55409], [-1.91538, -3.72501, -1.25727]],
  "forces_ev_per_a": [[-4.103, 2.860, -8.360], [3.593, -1.241, 8.185], [1.050, -0.210, 1.237], [0.877, 0.683, -0.410], [1.742, -0.355, -0.119], [-3.133, 3.066, -3.281], [2.427, -7.254, 3.613], [4.629, -0.899, 0.199], [-6.596, 7.075, -4.989], [2.142, -1.491, 2.467], [0.732, -0.286, 2.480], [1.499, -2.710, 2.774], [0.735, 1.440, -4.286], [-0.913, -0.669, 1.035], [0.752, -1.202, 1.949], [0.628, -0.149, 0.476], [-4.712, -6.576, 2.302], [2.936, 4.922, 2.309], [-0.140, 3.333, -3.984], [2.415, -2.008, -0.589], [-0.520, -0.286, -3.445], [-2.096, -0.409, 1.529], [1.124, 1.497, 1.329], [-0.185, -1.115, -2.503], [-1.537, -1.662, 1.246], [-0.538, -2.335, 1.664], [-0.401, 1.715, 1.957], [-0.872, 0.131, -0.616], [0.025, -0.079, -1.398], [1.050, 1.820, -1.374], [-1.890, -0.209, -0.991], [-1.856, 0.330, -1.649], [-1.126, 1.481, 1.871], [2.263, 0.797, -0.625]],
  "gap_ev": 7.606,
  "total_charge": -1
}

***

{
  "formula": "C16H45N6O3S3",
  "method": "ωB97M-V/def2-TZVPD",
  "species": ["C", "C", "C", "C", "C", "C", "C", "N", "C", "C", "N", "N", "N", "C", "N", "N", "H", "H", "H", "H", "H", "H", "H", "H", "H", "H", "H", "H", "H", "H", "H", "H", "H", "H", "H", "H", "H", "H", "H", "H", "H", "H", "H", "C", "S", "O", "C", "H", "H", "H", "H", "H", "H", "C", "S", "O", "C", "H", "H", "H", "H", "H", "H", "C", "S", "O", "C", "H", "H", "H", "H", "H", "H"],
  "xyz": [[5.72746, -5.09826, 0.58320], [4.63999, -4.01989, 0.66020], [5.14730, -2.65272, 0.20658], [4.12365, -1.51318, 0.32288], [3.26911, -1.29306, -0.94279], [1.75945, -1.28119, -0.64100], [1.27358, -2.70071, -0.41655], [-0.19924, -2.78606, -0.12017], [-0.52548, -4.22088, 0.09281], [-2.05452, -4.56328, 0.21106], [-2.52447, -5.25878, -0.97587], [-2.30269, -5.47441, 1.33643], [-2.86215, -3.35674, 0.37131], [-0.42248, -1.97826, 0.99137], [-1.22921, -0.89480, 0.81923], [0.16327, -2.23246, 2.15371], [5.28745, -6.09499, 0.51374], [6.37367, -5.06087, 1.46151], [6.34994, -4.95479, -0.30364], [3.79619, -4.33742, 0.03365], [4.28100, -3.94947, 1.69444], [6.03568, -2.40757, 0.79787], [5.48400, -2.73708, -0.83233], [3.47362, -1.72063, 1.18691], [4.67110, -0.60258, 0.55634], [3.55412, -0.33517, -1.37658], [3.46426, -2.11518, -1.63949], [1.23150, -0.81569, -1.47543], [1.63958, -0.65840, 0.25577], [1.41852, -3.27001, -1.33696], [1.86280, -3.17732, 0.37726], [0.03501, -4.64712, 0.94021], [-0.12225, -4.69902, -0.79931], [-2.63403, -4.59219, -1.73234], [-1.87314, -5.97164, -1.27913], [-1.70849, -5.23990, 2.12730], [-2.01196, -6.41295, 1.07645], [-3.73863, -3.51541, -0.11804], [-3.15011, -3.33331, 1.34728], [-0.97071, -0.10756, 1.41321], [-2.20714, -1.14470, 0.92976], [0.31251, -3.18262, 2.45765], [0.44790, -1.47227, 2.75628], [4.60939, 3.30571, -1.76096], [5.52859, 2.77596, -0.31402], [5.43047, 1.28864, -0.26556], [4.36897, 3.41050, 0.90020], [5.15168, 2.96112, -2.63866], [3.61308, 2.86368, -1.73963], [4.54806, 4.39358, -1.77118], [3.38923, 2.96187, 0.73474], [4.31456, 4.49541, 0.81505], [4.74326, 3.13924, 1.88489], [-3.05530, 2.04467, -0.45525], [-2.29890, 3.33988, 0.52932], [-1.98310, 2.71883, 1.85359], [-3.77993, 4.32428, 0.69763], [-2.28867, 1.29489, -0.64528], [-3.88574, 1.60277, 0.09670], [-3.40576, 2.45646, -1.40115], [-4.55884, 3.72960, 1.17682], [-4.10162, 4.66822, -0.28630], [-3.53713, 5.18508, 1.31797], [-6.76064, 8.12898, -2.30270], [-5.80880, 7.38859, -0.97555], [-5.05721, 6.24587, -1.56996], [-7.21121, 6.68602, -0.10135], [-6.05842, 8.58937, -2.99396], [-7.33223, 7.35410, -2.81260], [-7.42226, 8.88952, -1.88901], [-7.75290, 6.01504, -0.76765], [-7.85899, 7.49009, 0.24662], [-6.82563, 6.13256, 0.75248]],
  "forces_ev_per_a": [[-0.150, 0.063, -0.053], [0.146, -0.150, -0.168], [-0.011, -0.055, 0.145], [0.228, -0.256, 0.084], [-0.151, -0.248, 0.630], [0.583, 0.159, -0.159], [-0.023, 0.400, -0.250], [-0.332, -1.310, 0.559], [0.035, 0.450, -0.167], [0.017, -0.590, -0.056], [-0.181, 0.449, 0.011], [0.496, -0.027, -0.057], [0.035, 0.068, 0.405], [-0.777, -0.078, -0.148], [1.409, 0.987, 0.515], [0.056, 0.473, -0.243], [0.091, 0.012, 0.122], [0.039, -0.026, -0.082], [-0.029, -0.020, 0.049], [-0.017, 0.114, 0.059], [-0.110, 0.011, -0.097], [-0.049, -0.007, -0.045], [0.057, 0.079, 0.057], [0.029, 0.020, -0.027], [-0.194, 0.092, -0.068], [0.040, -0.165, -0.240], [0.075, 0.265, -0.237], [-0.227, -0.064, 0.155], [-0.253, 0.019, -0.109], [-0.081, 0.001, 0.060], [-0.096, -0.038, -0.011], [-0.016, 0.074, 0.049], [-0.059, -0.158, 0.126], [0.070, -0.089, -0.102], [-0.017, -0.026, -0.018], [-0.113, 0.082, 0.049], [-0.270, -0.069, -0.019], [0.034, 0.022, -0.084], [-0.064, -0.075, -0.009], [-0.452, -0.040, 0.293], [-0.089, -0.106, -0.877], [0.915, 0.012, -0.400], [-0.649, -0.135, 0.471], [-0.050, 0.020, -0.040], [0.127, 0.013, -0.003], [-0.117, 0.083, -0.033], [-0.059, 0.018, 0.026], [0.021, -0.009, 0.013], [0.006, -0.015, 0.020], [0.012, 0.002, -0.008], [0.009, -0.014, -0.018], [0.011, 0.003, 0.010], [0.024, -0.008, -0.009], [0.009, -0.097, -0.123], [0.060, -0.006, -0.090], [-0.031, -0.190, -0.048], [-0.085, 0.006, 0.160], [-0.009, -0.003, -0.032], [0.011, 0.045, 0.050], [0.017, 0.021, 0.001], [0.040, -0.033, 0.023], [0.043, 0.057, 0.004], [0.029, -0.001, -0.002], [-0.033, 0.011, -0.059], [0.011, 0.072, 0.028], [-0.040, -0.068, -0.016], [-0.056, -0.029, 0.008], [0.019, -0.004, 0.013], [0.019, -0.020, 0.009], [0.014, 0.012, 0.003], [0.023, -0.002, -0.018], [0.008, 0.002, 0.015], [0.021, 0.013, 0.002]],
  "gap_ev": 6.867,
  "total_charge": 1
}

***

{
  "formula": "C13H20Cl15NO6",
  "method": "ωB97M-V/def2-TZVPD",
  "species": ["C", "C", "N", "H", "H", "H", "C", "O", "C", "O", "O", "C", "H", "H", "H", "H", "H", "H", "C", "O", "C", "O", "O", "C", "H", "H", "H", "H", "H", "H", "C", "Cl", "Cl", "Cl", "H", "C", "Cl", "Cl", "Cl", "H", "C", "Cl", "Cl", "Cl", "H", "C", "Cl", "Cl", "Cl", "H", "C", "Cl", "Cl", "Cl", "H"],
  "xyz": [[8.53870, 24.54407, -7.22388], [8.00608, 23.56190, -6.29014], [7.53664, 22.86059, -5.47124], [8.56653, 23.99316, -8.16399], [9.55338, 24.61003, -6.83122], [8.29058, 25.60473, -7.26310], [5.75029, 21.23767, -1.72501], [5.22061, 21.25921, -3.02881], [3.91864, 20.98206, -3.32898], [2.98898, 20.75098, -2.57086], [3.71957, 20.82404, -4.69894], [4.63627, 21.36670, -5.62003], [5.75934, 20.21914, -1.33693], [5.23431, 21.80292, -0.94889], [6.76463, 21.62230, -1.61881], [4.44814, 21.19790, -6.68031], [5.50926, 20.78719, -5.31979], [4.89733, 22.39501, -5.36999], [8.34801, 19.95780, -6.37111], [8.20161, 20.21652, -7.76714], [7.20531, 19.69108, -8.43143], [6.21229, 19.09148, -7.93780], [7.45557, 20.01034, -9.72248], [6.52897, 19.61501, -10.70423], [7.54482, 20.41761, -5.79531], [9.20394, 20.49665, -5.96472], [8.57400, 18.96188, -5.99009], [6.40678, 20.42610, -11.42206], [5.54518, 19.40583, -10.28412], [6.85287, 18.73438, -11.25892], [9.12389, 29.91614, -6.91515], [9.14396, 28.30247, -7.50337], [7.57487, 30.80884, -7.11461], [10.45732, 30.76469, -7.70092], [9.36898, 29.92833, -5.85314], [6.67857, 25.90218, -3.70265], [6.96847, 26.10368, -2.00046], [6.83064, 27.38811, -4.60067], [5.00887, 25.27400, -4.02869], [7.35298, 25.16357, -4.13593], [13.31059, 26.42743, -8.31355], [11.64429, 25.81186, -8.38917], [14.54051, 25.72646, -9.44318], [13.99533, 26.35752, -6.67230], [13.24665, 27.49371, -8.53052], [6.81099, 24.90397, -11.55060], [6.79039, 25.93400, -12.97765], [8.45722, 24.58281, -11.04771], [6.04722, 23.35363, -11.95015], [6.28971, 25.32387, -10.69034], [11.48462, 24.67473, -3.04443], [10.04840, 24.38417, -2.08610], [12.50214, 26.00956, -2.31398], [11.00849, 25.11389, -4.68804], [12.00213, 23.71608, -3.08015]],
  "forces_ev_per_a": [[1.647, -1.148, 0.231], [-2.564, -0.607, 2.738], [1.479, 1.749, -2.204], [0.100, 0.699, -0.388], [0.543, -0.097, -0.538], [-1.242, -0.457, 0.171], [-0.324, -0.622, 1.913], [-0.607, 0.506, -1.109], [-1.196, -1.194, -0.243], [2.282, 0.724, -1.004], [-1.643, 0.601, 1.951], [2.519, -0.437, 1.288], [0.014, -0.179, -0.195], [-0.794, 0.249, -0.512], [0.063, -0.013, -1.183], [-0.782, -0.135, 0.431], [0.736, 0.342, -1.014], [-0.364, 0.157, -0.326], [0.055, 0.863, 1.691], [1.340, -0.234, 1.006], [-3.151, -1.393, 0.808], [3.245, 1.798, -1.996], [-0.183, -0.357, 0.799], [-1.111, -0.181, -0.632], [-0.340, -0.465, -0.315], [0.263, 0.439, -0.901], [-0.656, -0.553, -1.049], [0.240, 0.092, 0.143], [0.111, -0.033, 0.209], [0.271, -0.050, 0.233], [0.213, 1.227, 0.587], [-0.548, -0.939, -0.232], [0.610, -0.637, -0.034], [0.069, 0.483, -0.128], [-0.317, -0.146, -0.186], [-0.935, -0.782, -0.681], [0.003, 0.034, 0.183], [0.371, 0.567, -0.168], [0.553, -0.009, 0.348], [-0.019, 0.120, 0.324], [0.818, 0.694, 0.155], [0.786, -0.266, -0.203], [-1.208, 0.119, 0.400], [-0.376, -0.210, -0.152], [-0.012, -0.346, -0.223], [-0.090, -0.567, -0.150], [-0.131, 0.224, 0.320], [0.534, 0.124, 0.204], [-0.257, 0.040, 0.109], [-0.046, 0.200, -0.475], [0.128, 0.480, 0.237], [-0.121, 0.080, 0.274], [-0.608, -1.165, -0.537], [0.236, 0.065, 0.017], [0.392, 0.547, 0.009]],
  "gap_ev": 10.276,
  "total_charge": 0,
  "smiles": "COC(=O)OC.COC(=O)OC.ClC(Cl)Cl.ClC(Cl)Cl.ClC(Cl)Cl.ClC(Cl)Cl.ClC(Cl)Cl.CC#N"
}